No. 1
DFT (ωB97M-V with the def2-TZVPD basis set) results for the ion C3H2ClN2S with charge -1.

```
9
Properties=species:S:1:pos:R:3
C -0.93232 -0.76381 0.02396
C -0.78637 -2.07271 0.01499
C 1.84547 -1.17418 -0.01853
N -0.06083 0.27270 -0.05069
N 1.25419 -0.01268 -0.06803
S -0.91494 -3.65802 -0.01003
Cl 3.62192 -0.86689 0.01661
H -1.95451 -0.40525 0.12379
H 1.78378 0.86275 -0.11712
```

Results
* maximum force: 1.2 eV Å⁻¹
* LUMO: 3.6 eV
* net charge: -1
* total energy: -29478.4483 eV
* Kohn-Sham gap: 5.84 eV

No. 2
DFT (ωB97M-V with the def2-TZVPD basis set) results for a cluster of 2 separate species, ClH3N2OS in total.

```
8
Properties=species:S:1:pos:R:3
N -0.60760 1.20889 1.22405
N 0.43163 -0.76769 -0.68261
O 1.65011 1.29860 -1.44229
S 1.29075 0.53186 -0.25908
Cl 3.01389 -0.40429 0.52292
H -0.29403 2.05886 1.45933
H 0.08966 -0.94890 -1.68362
H -0.10884 -1.37955 -0.10871
```

Results
* maximum force: 5.2 eV Å⁻¹
* LUMO (alpha / beta): -1.4 / -1.5 eV
* total energy: -28428.6504 eV
* energy relative to the best compared isomer or geometry (same formula, charge and spin): 376.3 kJ/mol
* Kohn-Sham gap (alpha / beta): 8.27 / 8.18 eV

No. 3
DFT (ωB97M-V with the def2-TZVPD basis set) results for the ion CHO2S2 with charge -1.

```
6
Properties=species:S:1:pos:R:3
C 1.06512 -0.56424 2.67617
O 0.29954 0.39181 3.42899
O 0.44114 0.48314 -0.00980
S 2.11786 -1.74618 3.14731
S 1.35170 -0.61187 0.96451
H -0.26673 -0.02192 -0.42458
```

Results
* maximum force: 8.3 eV Å⁻¹
* LUMO: 3.5 eV
* net charge: -1
* total energy: -26818.7179 eV
* energy relative to the best compared isomer or geometry (same formula, charge and spin): 178.2 kJ/mol
* Kohn-Sham gap: 7.53 eV

No. 4
DFT (ωB97M-V with the def2-TZVPD basis set) results for a cluster of 4 separate species, C19H49N6O3 in total.

```
77
Properties=species:S:1:pos:R:3
C 5.02936 1.80847 5.23388
C 3.99788 1.17726 4.25784
C 4.49153 1.11045 2.77175
C 5.45358 2.28119 2.40508
C 5.02546 -0.29712 2.36186
C 6.34373 -0.43103 1.55426
N 7.36313 -0.46960 2.65330
C 6.64765 -1.14002 3.68193
N 7.36145 -1.53445 4.70297
N 5.26968 -1.31962 3.42147
H 5.22083 2.86584 4.99986
H 5.97416 1.23825 5.30240
H 4.57657 1.79747 6.24109
H 3.07034 1.77028 4.30934
H 3.73561 0.17915 4.64293
H 3.58557 1.28141 2.16406
H 5.62966 2.26795 1.31729
H 6.39420 2.28454 2.97721
H 4.93066 3.22861 2.60944
H 4.24063 -0.69857 1.69607
H 6.29329 -1.44423 1.11489
H 6.59609 0.30578 0.78729
H 7.39347 0.50365 2.98139
H 8.31313 -1.81101 4.50768
H 7.07410 -1.51499 5.67087
H 5.18698 -2.18876 2.88520
C -0.62017 1.23635 -2.10616
C -0.65250 1.52360 -0.60821
C 0.54015 2.36193 -0.11544
O 1.75982 1.63897 0.00514
C 2.47383 1.48033 -1.20924
N -0.76099 0.25228 0.11852
H 0.09957 0.46047 -2.36919
H -1.59482 0.88726 -2.44623
H -0.37439 2.13735 -2.67381
H -1.55802 2.10493 -0.40898
H 0.31087 2.71402 0.89462
H 0.68441 3.25606 -0.73319
H 2.36604 2.34829 -1.86372
H 2.15455 0.57494 -1.72885
H 3.53194 1.36246 -0.96138
H -0.88304 0.44827 1.10914
H 0.14607 -0.20421 0.07018
C -2.75545 -2.32838 -2.81423
C -3.53275 -1.48590 -3.81957
C -4.31570 -2.31896 -4.84776
O -3.52125 -2.88647 -5.87891
C -2.86735 -4.09179 -5.52798
N -2.60753 -0.54915 -4.47100
H -1.84584 -2.75454 -3.24074
H -2.45066 -1.71356 -1.96388
H -3.36909 -3.14673 -2.42968
H -4.26157 -0.90339 -3.25221
H -5.01605 -1.65110 -5.35714
H -4.92057 -3.09283 -4.35893
H -3.46959 -4.70051 -4.84802
H -1.89038 -3.88593 -5.08429
H -2.70035 -4.65904 -6.44479
H -3.13893 0.07974 -5.06714
H -2.04270 -1.08239 -5.12816
C -4.64629 1.21757 -0.63763
C -5.99710 0.57738 -0.94646
C -6.94553 0.52310 0.26335
O -6.63276 -0.48720 1.20723
C -5.61169 -0.14464 2.12679
N -5.76799 -0.75375 -1.51847
H -3.98495 0.55036 -0.08299
H -4.13085 1.47537 -1.56539
H -4.77015 2.13656 -0.05932
H -6.48157 1.19560 -1.70838
H -7.94563 0.27761 -0.10371
H -7.02382 1.49997 0.75616
H -5.63759 0.91656 2.38940
H -4.62918 -0.41127 1.72966
H -5.77102 -0.72976 3.03352
H -6.65984 -1.14142 -1.81605
H -5.48035 -1.36529 -0.75784
```

Results
* maximum force: 2.4 eV Å⁻¹
* LUMO: -4.3 eV
* net charge: +1
* total energy: -35572.0626 eV
* Kohn-Sham gap: 5.72 eV

No. 5
DFT (ωB97M-V with the def2-TZVPD basis set) results for a cluster of 2 separate species, C24H34ClNO8 in total.

```
68
Properties=species:S:1:pos:R:3
C 3.60702 -5.33118 1.16831
C 3.57600 -3.97899 1.11873
C 4.72256 -3.12009 0.50039
O 5.35127 -3.58839 -0.41917
O 4.94915 -1.89843 1.09462
C 5.41108 -0.90920 0.12916
C 4.86915 0.52566 0.50858
C 3.89318 1.13468 -0.61339
C 2.43522 1.12404 -0.00963
C 1.30772 1.51867 -1.06178
C 0.35308 0.28316 -1.28398
O -1.02285 0.61095 -1.56240
C -1.85643 0.41003 -0.48023
O -2.59312 1.32509 -0.17982
N -1.86614 -0.76965 0.32764
C -2.99314 -0.80476 1.25790
C -4.39034 -1.01750 0.59380
O -4.66315 -0.88341 -0.54923
Cl -5.73460 -1.54124 1.71825
C -1.68492 -2.01999 -0.43102
C -0.44119 -2.83487 0.16004
O -0.24597 -2.88958 1.35257
C 0.52446 -3.62644 -0.79818
C 1.63215 -2.97601 -1.49262
C 2.54238 -3.63558 -2.42244
C 2.33717 -5.05543 -2.68068
C 1.26825 -5.75833 -1.97832
C 0.35951 -5.07442 -1.04356
H 2.85331 -5.89019 1.77554
H 4.34560 -5.91586 0.56170
H 2.66679 -3.45596 1.50936
H 6.53398 -0.89543 0.21671
H 5.18422 -1.18544 -0.93049
H 4.29965 0.41056 1.46949
H 5.75943 1.18698 0.69023
H 4.28066 2.16151 -0.82650
H 4.01346 0.46427 -1.50555
H 2.28498 0.11037 0.44831
H 2.39213 1.85614 0.84933
H 1.84645 1.68824 -2.03911
H 0.77647 2.46009 -0.75509
H 0.73292 -0.25782 -2.20044
H 0.48139 -0.42938 -0.43048
H -2.82124 -1.68945 1.94015
H -2.96087 0.08701 1.94376
H -1.44255 -1.86308 -1.51796
H -2.54925 -2.73260 -0.38477
H 1.79803 -1.89268 -1.29658
H 3.33128 -3.00717 -2.90584
H 3.02624 -5.53709 -3.41760
H 1.16565 -6.85172 -2.18405
H -0.43067 -5.67909 -0.54287
C -4.23065 3.55340 0.73628
O -5.33201 4.40321 1.03410
C -5.11749 5.19148 2.19735
C -4.68885 6.60734 1.84390
O -3.41646 6.62579 1.20729
C -3.51524 6.73979 -0.20384
H -4.33702 3.20662 -0.29013
H -3.27478 4.07227 0.83044
H -4.24376 2.68557 1.40258
H -4.38548 4.71438 2.85848
H -6.07071 5.23664 2.73381
H -4.59250 7.18440 2.76902
H -5.44296 7.09797 1.21994
H -3.73440 7.77703 -0.47874
H -4.28155 6.08143 -0.61769
H -2.55174 6.46173 -0.63361
```

Results
* maximum force: 2.7 eV Å⁻¹
* LUMO: 0.3 eV
* total energy: -55827.4505 eV
* SMILES: C=CC(=O)OCCCCCCOC(=O)N(CC(=O)Cl)CC(=O)c1ccccc1.COCCOC
* Kohn-Sham gap: 9.27 eV

No. 6
DFT (ωB97M-V with the def2-TZVPD basis set) results for a structure of composition C5H8S2.

```
15
Properties=species:S:1:pos:R:3
C 0.77696 -0.26759 0.66138
C -0.63444 -1.00172 0.53506
C -1.24375 -0.25192 -0.62509
C -0.85596 1.23303 -0.27962
C 0.60754 0.77272 -0.43780
H 3.06083 -0.45973 0.17690
H 0.89004 0.15914 1.64228
H -1.12900 -0.94871 1.48813
H -0.47795 -2.04853 0.28449
H -2.27662 -0.55874 -0.91964
H -1.12794 1.98378 -1.08402
H -1.19198 1.56143 0.69745
H 1.35199 1.51767 -0.65915
S 2.18975 -1.41160 0.40491
S 0.06054 -0.27922 -1.88529
```

Results
* maximum force: 1.8 eV Å⁻¹
* LUMO: 0.8 eV
* total energy: -26984.1650 eV
* energy relative to the best compared isomer or geometry (same formula, charge and spin): 95.8 kJ/mol
* Kohn-Sham gap: 9.25 eV

No. 7
DFT (ωB97M-V with the def2-TZVPD basis set) results for a structure of composition C16H18NO3PtS.

```
40
Properties=species:S:1:pos:R:3
Pt -0.32248 0.90216 -0.30343
O -2.43532 0.67325 -0.17398
N -3.11356 1.57833 -0.93921
C -4.48258 1.67442 -0.68611
C -5.29544 2.36006 -1.54595
C -4.78271 2.95994 -2.70202
C -3.38263 2.80041 -2.95226
C -2.57434 2.10284 -2.08966
S -0.86352 1.84272 -2.36232
H -4.79757 1.20212 0.23031
H -6.34983 2.42960 -1.29999
H -5.41866 3.49767 -3.39219
H -2.91531 3.23830 -3.82469
C 2.48357 2.97401 0.28909
C 2.30693 1.63829 1.00673
C 3.17278 1.59463 2.26762
C 0.83871 1.37911 1.34388
H 3.52797 3.14728 0.00813
H 2.17243 3.79924 0.94137
H 1.86550 3.01296 -0.60935
H 2.64052 0.82695 0.35388
H 2.83647 2.34905 2.98938
H 4.22661 1.79023 2.03951
H 3.10396 0.61312 2.73953
H 0.43491 2.20199 1.94618
H 0.76667 0.44846 1.92580
O 3.27966 -3.16194 0.16562
C 2.26726 -2.56882 -0.26801
O 1.74564 -1.50696 0.13397
C 1.56625 -3.23328 -1.47206
C 2.03790 -4.43497 -1.98998
C 1.41092 -5.03822 -3.07312
C 0.29930 -4.43931 -3.65510
C -0.17583 -3.23692 -3.14509
C 0.45354 -2.63981 -2.06087
H 2.90677 -4.87475 -1.51604
H 1.78861 -5.97665 -3.46754
H -0.19207 -4.90620 -4.50240
H -1.03864 -2.75606 -3.59191
H 0.10098 -1.70035 -1.65157
```

Results
* maximum force: 0.2 eV Å⁻¹
* LUMO (alpha / beta): 5.0 / 5.0 eV
* net charge: -2
* total energy: -38595.9363 eV
* ⟨S²⟩: 3.7718
* energy relative to the best compared isomer or geometry (same formula, charge and spin): 0.0 kJ/mol
* Kohn-Sham gap (alpha / beta): 4.15 / 6.91 eV
* multiplicity: 4

No. 8
DFT (ωB97M-V with the def2-TZVPD basis set) results for an isolated molecule of C3H9NS2.

```
15
Properties=species:S:1:pos:R:3
C 2.20057 0.87577 1.32836
S 1.85279 -0.88020 0.90858
S -0.09573 -1.02511 1.57127
C -1.07063 -0.03986 0.38729
C -0.75052 -0.03623 -1.09311
N -1.69215 -0.85673 -1.81927
H 3.22230 1.07333 1.03241
H 1.52852 1.46240 0.72664
H 2.01041 0.99828 2.38765
H -1.19324 0.94751 0.80182
H -2.06479 -0.47358 0.54553
H 0.26756 -0.40802 -1.22058
H -0.73610 1.01284 -1.40620
H -1.51173 -0.95357 -2.80153
H -1.96727 -1.69683 -1.34884
```

Results
* maximum force: 1.2 eV Å⁻¹
* LUMO: 0.7 eV
* total energy: -26417.2920 eV
* energy relative to the best compared isomer or geometry (same formula, charge and spin): 37.1 kJ/mol
* SMILES: CSSCCN
* Kohn-Sham gap: 9.25 eV

No. 9
DFT (ωB97M-V with the def2-TZVPD basis set) results for the ion C2H6S2 with charge +1.

```
10
Properties=species:S:1:pos:R:3
C -1.78628 0.86554 0.35931
S -0.07248 1.42296 -0.01448
S 1.83015 0.69023 0.13311
C 1.55713 -1.06507 -0.32428
H -1.80138 -0.13910 0.79434
H -2.26836 0.81152 -0.61563
H -2.32645 1.61884 0.92721
H 1.84526 -1.68694 0.52878
H 2.41457 -1.27162 -0.98551
H 0.60785 -1.24636 -0.80286
```

Results
* maximum force: 2.9 eV Å⁻¹
* LUMO (alpha / beta): -5.9 / -7.9 eV
* net charge: +1
* total energy: -23832.5068 eV
* ⟨S²⟩: 0.7552
* energy relative to the best compared isomer or geometry (same formula, charge and spin): 111.3 kJ/mol
* Kohn-Sham gap (alpha / beta): 8.87 / 7.69 eV
* multiplicity: 2

No. 10
DFT (ωB97M-V with the def2-TZVPD basis set) results for an isolated molecule of C5H10Si.

```
16
Properties=species:S:1:pos:R:3
C 2.92024 0.41373 0.19454
C 1.62147 0.56075 0.04522
C 0.62102 -0.57227 -0.00486
C -0.73213 -0.35628 0.05359
C -1.61200 -1.61240 -0.02918
Si -1.42127 1.33186 0.10008
H 3.56307 1.22051 0.42288
H 3.50711 -0.50514 -0.07954
H 1.18722 1.51700 0.06377
H 1.11404 -1.42073 -0.42156
H -2.47285 -1.73495 0.83802
H -2.24346 -1.58370 -1.00054
H -1.13097 -2.60204 0.02552
H -0.67148 2.51503 0.69820
H -2.91520 1.33580 0.47475
H -1.33484 1.49282 -1.38089
```

Results
* maximum force: 4.0 eV Å⁻¹
* LUMO: 0.7 eV
* total energy: -13221.9104 eV
* energy relative to the best compared isomer or geometry (same formula, charge and spin): 186.0 kJ/mol
* SMILES: C=C/C=C(/C)[SiH3]
* Kohn-Sham gap: 9.42 eV

No. 11
DFT (ωB97M-V with the def2-TZVPD basis set) results for an isolated molecule of C19H14ClN3O3S.

```
41
Properties=species:S:1:pos:R:3
O 1.22621 -1.81581 -1.21599
C 1.79720 -0.76833 -0.97510
C 1.21738 0.55492 -1.10533
C 1.91316 1.68804 -0.85679
C 1.24813 3.01744 -1.01793
S 1.07814 3.89766 0.59506
C -0.06147 2.86735 1.37193
N -0.33967 2.83755 2.63793
N -1.29800 1.90486 2.79525
C -1.56007 1.41531 1.63148
C -2.54738 0.35920 1.29160
O -1.90439 -0.57396 0.45749
C -2.61064 -1.66761 0.03630
C -3.94112 -1.91725 0.34751
C -4.56255 -3.05613 -0.14060
C -3.85632 -3.93877 -0.93588
Cl -4.63907 -5.35774 -1.54211
C -2.52625 -3.69773 -1.24987
C -1.90536 -2.56622 -0.76540
O -0.80940 1.99280 0.66184
C 3.28842 1.61673 -0.42747
C 4.08585 2.73624 -0.15530
C 5.38903 2.59004 0.25896
C 5.93957 1.31999 0.41368
C 5.18310 0.20218 0.14984
C 3.85774 0.33603 -0.27235
N 3.10524 -0.77194 -0.54311
H 0.18422 0.57897 -1.41648
H 1.84140 3.69588 -1.62999
H 0.25307 2.91435 -1.44696
H -2.89110 -0.09176 2.23077
H -3.40523 0.81850 0.77395
H -4.51102 -1.24394 0.96821
H -5.59537 -3.25129 0.10163
H -1.98010 -4.39185 -1.86823
H -0.86978 -2.36292 -0.99130
H 3.67459 3.72720 -0.26120
H 5.98758 3.46311 0.46686
H 6.96231 1.21252 0.74102
H 5.60113 -0.78717 0.26524
H 3.53242 -1.68426 -0.43120
```

Results
* maximum force: 1.7 eV Å⁻¹
* LUMO: -0.2 eV
* total energy: -53900.6645 eV
* energy relative to the best compared isomer or geometry (same formula, charge and spin): 85.6 kJ/mol
* SMILES: O=c1cc(CSc2nnc(COc3ccc(Cl)cc3)o2)c2ccccc2[nH]1
* Kohn-Sham gap: 8.33 eV

No. 12
DFT (ωB97M-V with the def2-TZVPD basis set) results for a cluster of 2 separate species, C42H42NO2Si in total.

```
88
Properties=species:S:1:pos:R:3
C -3.70189 3.17515 -4.12125
C -2.55300 3.55300 -4.82620
C -1.28772 3.29223 -4.28225
C -1.16834 2.67083 -3.02696
Si 0.51430 2.37647 -2.34166
C 1.74014 2.01596 -3.66744
C 1.35202 1.33610 -4.83114
C 2.27772 1.10286 -5.85440
C 3.60834 1.50964 -5.70091
C 4.00974 2.16484 -4.52789
C 3.07639 2.41260 -3.51181
C 1.11092 3.81514 -1.35056
C 1.09780 5.06942 -1.98237
C 1.52383 6.21430 -1.29377
C 1.94289 6.10541 0.03746
C 1.94444 4.85672 0.67267
C 1.53991 3.71183 -0.02257
O 0.33444 1.14093 -1.15157
C 0.57792 -0.14490 -1.19282
C 0.76539 -0.97869 -0.06966
C 1.34385 -2.22309 -0.67416
C 1.35579 -2.03775 -2.18150
O 0.84787 -0.67747 -2.38102
C -2.32122 2.29503 -2.32748
C -3.58507 2.54693 -2.87388
H -4.68598 3.36667 -4.54831
H -2.63119 4.03890 -5.80048
H -0.38828 3.55144 -4.85051
H 0.32665 0.96934 -4.92982
H 1.95775 0.58650 -6.76229
H 4.33667 1.30220 -6.48610
H 5.05051 2.47085 -4.39659
H 3.39049 2.89657 -2.58289
H 0.75227 5.15019 -3.01918
H 1.52015 7.18048 -1.80128
H 2.26337 6.99635 0.57659
H 2.26118 4.77292 1.71392
H 1.55486 2.73823 0.47355
H 1.34444 -0.46222 0.74993
H 2.37683 -2.35514 -0.31821
H 0.77647 -3.12960 -0.41483
H 2.36123 -2.11704 -2.60387
H 0.68670 -2.74173 -2.67166
H -2.23641 1.79010 -1.36128
H -4.48058 2.24585 -2.32854
C -3.88670 -3.09539 3.07530
C -3.30720 -3.78291 1.83090
C -3.86201 -5.21904 1.74360
C -3.67277 -3.00044 0.57226
C -1.78052 -3.79201 1.97315
N -1.17083 -4.95437 2.29382
C 0.19209 -4.76450 2.54484
C 0.46526 -3.39710 2.38445
C 1.76221 -2.91518 2.58201
C 2.76783 -3.83597 2.88192
C 2.48770 -5.21578 2.98504
C 1.18144 -5.69566 2.82173
C -0.77182 -2.76628 1.94647
C -0.83513 -1.41238 1.51184
C -0.55152 -0.37025 2.49037
C -0.08934 -0.63149 3.80613
C 0.55590 0.36004 4.53333
C 0.62132 1.67921 4.06053
C 1.47855 2.68891 4.77281
C -0.03560 1.98353 2.85666
C -0.65643 0.98791 2.11251
H -3.49698 -2.07516 3.17302
H -4.98631 -3.04162 3.03362
H -3.61426 -3.65017 3.98284
H -3.43388 -5.76916 0.89432
H -3.70031 -5.79137 2.66933
H -4.95106 -5.18875 1.58662
H -3.14777 -3.41347 -0.29877
H -4.75430 -3.06275 0.38281
H -3.40793 -1.94329 0.67582
H -1.61434 -5.86055 2.32062
H 1.96861 -1.85215 2.50701
H 3.78878 -3.48512 3.02919
H 3.29779 -5.91393 3.21891
H 0.93265 -6.74762 2.90944
H -1.57220 -1.15582 0.74780
H -0.14849 -1.63292 4.24869
H 1.07556 0.10302 5.46061
H 1.47917 3.65990 4.26638
H 1.13624 2.85084 5.80078
H 2.52063 2.34282 4.84193
H -0.00737 2.99997 2.45016
H -1.14024 1.22213 1.16422
```

Results
* maximum force: 1.5 eV Å⁻¹
* LUMO: -3.9 eV
* net charge: +1
* total energy: -57693.5090 eV
* Kohn-Sham gap: 6.60 eV